# 1
Formula: C5H8O2
Source: the Open Molecules 2025 dataset
Level of theory: ωB97M-V/def2-TZVPD

Each line ends with the Mulliken charge.
Cartesian coordinates (Å):
O -0.1353 -0.9205 2.5971  -0.5083
C -0.1735 -1.3683 1.2585  -0.5348
C -0.2270 -0.1588 0.3732  0.1614
O 0.8913 0.7181 0.4155  -0.4374
C 0.1945 1.3658 -0.6657  -0.0707
C 0.7248 0.7274 -1.8948  -0.5341
C -0.3768 0.0033 -1.1278  -0.2120
H 0.5261 -0.2145 2.6335  0.3262
H 0.6587 -2.0475 1.0280  0.2871
H -1.1153 -1.9068 1.1162  0.2689
H -1.0809 0.5441 0.7920  0.1079
H -0.6701 1.8803 -0.1527  0.4214
H 1.7668 0.3965 -1.9098  0.2365
H 0.3632 1.0788 -2.8592  0.2502
H -1.3464 -0.0980 -1.6040  0.2378

Atoms 1-3, force components in eV/Å:
O 0.241 0.038 0.196
C -0.062 -0.221 -0.286
C -1.042 0.123 0.834

Properties
E_LUMO, eV: 1.031
Maximum force, eV/A: 2.50
Energy above the lowest of the compared OMol25 structures with the same formula, charge and spin, eV: 4.653

---

# 2
Formula: CH8Na6O7
Source: the Open Molecules 2025 dataset
Level of theory: ωB97M-V/def2-TZVPD

Each line ends with the Mulliken charge.
Cartesian coordinates (Å):
Na -0.3695 8.8541 -4.0355  0.9974
Na 1.3833 12.0979 6.0497  0.9458
Na 4.3410 16.9655 1.8713  0.9782
Na -1.3331 7.0782 1.4850  0.9436
Na -3.5373 11.8208 1.7861  0.7721
Na -0.7065 16.6660 1.9477  0.8051
C 1.5102 11.3345 1.1002  0.6327
O 0.6177 11.0695 0.2037  -0.7495
O 1.8778 10.3739 1.8170  -0.6624
O 1.7697 12.4747 1.4364  -0.6716
O 1.4896 13.9622 -3.6300  -0.6053
H 2.0625 14.5637 -3.1544  0.3015
H 0.9503 13.5571 -2.9508  0.3072
O 6.9707 11.1570 2.8997  -0.6452
H 7.3069 10.5716 3.5783  0.3384
H 6.0941 10.8240 2.7082  0.3094
O 5.0226 6.7979 3.9112  -0.6311
H 5.6671 6.3752 3.3435  0.3385
H 4.4399 7.2611 3.3094  0.2926
O 3.4532 6.3221 -0.9428  -0.6534
H 3.9545 6.3632 -1.7572  0.3374
H 3.4063 7.2301 -0.6437  0.3185

Atoms 1-3, force components in eV/Å:
Na 0.223 0.063 -0.237
Na 0.276 -0.267 -0.065
Na 0.493 -0.029 -0.106

Properties
E_LUMO, eV: -11.240
Net charge: +4
Maximum force, eV/A: 4.64
Energy above the lowest of the compared OMol25 structures with the same formula, charge and spin, eV: 4.623